[1]
8
Properties=species:S:1:pos:R:3:forces:R:3 method="wB97M-V/def2-TZVPD" multiplicity=3 total_charge=0 energy_ha=-1371.5980 e_above_lowest_kj_mol=34.4 s_squared=2.0129 lumo_energy_ev="0.330 / -3.136" max_force_ev_per_a=2.523 gap_ev="8.67 / 7.18"
C 0.1558 0.0900 0.3663 -0.77 0.48 -1.31
O -2.7158 -0.2858 1.0569 -0.08 -0.04 -0.43
S -0.0201 -0.1224 2.0800 2.12 -0.60 1.22
S -2.0015 -0.4002 2.3467 -2.26 -0.19 0.71
Cl 1.8029 1.4046 2.3064 0.33 0.30 0.40
H -0.5497 -0.5142 -0.2698 0.64 1.08 0.71
H 1.1692 -0.1339 0.1802 1.12 -1.06 -0.33
H 0.2484 1.1759 0.3002 -1.11 0.02 -0.97

[2]
20
Properties=species:S:1:pos:R:3:forces:R:3 method="wB97M-V/def2-TZVPD" smiles="NCCNCCC=O" multiplicity=1 total_charge=0 energy_ha=-382.3953 e_above_lowest_kj_mol=281.6 lumo_energy_ev=0.814 max_force_ev_per_a=3.955 gap_ev=9.31
C 0.1332 0.9482 -1.4193 -0.98 1.38 -0.81
N -0.3738 -0.3890 -1.1198 1.24 1.15 0.57
C -1.3937 -0.3766 -0.0800 -3.09 -1.72 -1.77
C -1.3346 -1.6293 0.8222 -0.19 1.06 1.00
C -0.1353 -1.4098 1.7511 -0.52 -1.86 -1.90
O 0.9320 -1.8286 1.3630 0.32 0.73 1.01
C 0.9425 1.6679 -0.3157 0.42 -2.36 -0.25
N 2.2522 1.1664 0.0548 1.49 -1.65 0.19
H -0.7341 1.6379 -1.5111 -0.10 -0.55 0.10
H 0.4801 1.0005 -2.4607 0.77 -0.28 0.40
H 0.4009 -1.0073 -0.8998 -0.05 0.05 0.25
H -2.3079 -0.4670 -0.7456 0.26 -0.29 1.05
H -1.7367 0.4997 0.4770 1.41 0.50 0.21
H -2.2186 -1.7203 1.4677 -0.10 0.28 -0.35
H -1.2869 -2.5358 0.2182 0.52 0.08 0.11
H -0.3423 -0.9219 2.7184 0.44 0.20 0.02
H 0.3340 1.3556 0.5602 0.17 1.44 -0.08
H 1.0990 2.7112 -0.5464 -0.71 0.43 0.30
H 2.2728 0.1671 0.2813 -0.78 0.34 0.52
H 3.0173 1.1310 -0.6156 -0.49 1.07 -0.57

[3]
32
Properties=species:S:1:pos:R:3:forces:R:3 method="wB97M-V/def2-TZVPD" multiplicity=2 total_charge=0 energy_ha=-1038.0183 e_above_lowest_kj_mol=2.6 s_squared=0.7557 lumo_energy_ev="-0.507 / -7.588" max_force_ev_per_a=2.875 gap_ev="10.14 / 3.06"
B -0.6532 0.5635 -1.0420 -2.68 1.01 0.28
F -2.0172 0.2179 -0.7243 1.22 0.12 -0.28
F -0.6422 1.8359 -1.5988 0.16 0.09 -0.35
F 0.1266 0.5735 0.0699 1.00 -0.17 1.95
F -0.1181 -0.4084 -1.8622 0.85 -1.21 -1.24
C 0.9960 0.1722 3.4161 -0.72 -1.59 -0.86
O 1.8767 -0.8808 2.8296 -0.17 1.42 0.77
H 1.4070 0.6712 4.2938 0.46 -0.48 -0.21
H 0.5649 0.9044 2.7334 0.76 -0.03 -0.51
H 0.1173 -0.4205 3.6703 -0.15 0.15 0.65
H 1.8680 -0.8573 1.8700 -0.26 0.64 -0.07
C 2.2540 -2.6644 -0.6731 0.87 -0.64 -1.08
O 2.5881 -1.5189 -1.3533 0.61 -0.27 0.78
H 1.2902 -3.0229 -1.0346 -0.27 -0.28 -0.04
H 3.1131 -3.3275 -0.7744 -0.22 -0.27 -0.01
H 2.1265 -2.5562 0.4040 -0.17 0.60 0.86
H 1.7740 -1.0339 -1.5072 -1.34 1.26 -0.53
O -1.2599 0.9602 -4.3004 -0.03 -0.10 -0.54
H -1.0421 1.7887 -3.8733 0.03 0.15 0.21
H -1.3913 0.3454 -3.5787 -0.06 -0.09 0.13
O -3.1010 -0.8796 1.9945 -0.04 -0.11 0.46
H -2.5118 -0.7316 1.2548 0.15 -0.09 -0.44
H -3.4642 -0.0155 2.1886 -0.15 0.21 0.01
O -1.3816 -2.3933 0.0277 0.14 -0.50 0.10
H -0.4941 -2.5951 0.3239 0.03 -0.07 0.29
H -1.2673 -1.6883 -0.6097 -0.27 0.30 -0.30
O -2.7473 3.7811 -0.0853 -0.19 0.08 0.27
H -2.1088 3.1402 -0.3981 0.19 -0.33 -0.21
H -2.5074 4.5949 -0.5284 0.03 0.19 -0.10
O 2.5136 1.7742 -0.6092 0.66 -0.29 -0.31
H 2.4695 2.2071 0.2434 -0.04 0.13 0.23
H 1.6220 1.4638 -0.7671 -0.43 0.18 0.07